{
  "formula": "C8H9NO5S",
  "method": "ωB97M-V/def2-TZVPD",
  "species": ["C", "C", "C", "C", "C", "S", "C", "O", "O", "C", "N", "O", "O", "C", "O", "H", "H", "H", "H", "H", "H", "H", "H", "H"],
  "xyz": [[-3.5242, 0.2658, -1.0258], [-2.2316, 0.1877, -0.2179], [-1.6257, -1.1938, -0.1097], [-0.3226, -1.5016, 0.0656], [0.6154, -0.4944, 0.1251], [2.4389, -0.8609, -0.2755], [3.2727, -0.7886, 1.3228], [2.3970, -2.2759, -0.5433], [2.9318, 0.0732, -1.2327], [0.2557, 0.8093, 0.0879], [1.1899, 1.9244, 0.1435], [0.9600, 2.8931, -0.5053], [2.1434, 1.7968, 0.8674], [-1.2150, 1.2516, -0.1201], [-2.1569, 0.9827, 0.8783], [-3.6149, 1.2927, -1.4729], [-4.3456, 0.0772, -0.4186], [-3.4838, -0.3881, -1.8782], [-2.3624, -1.9276, -0.1775], [0.0771, -2.4808, 0.1087], [2.4959, -1.0433, 2.0418], [4.2807, -1.2296, 1.5670], [3.2981, 0.3538, 1.4263], [-1.4737, 2.2762, -0.6568]],
  "smiles": "C[C@@]12C=CC(S(C)(=O)=O)=C([N+](=O)[O-])[C@@H]1O2",
  "homo_energy_ha": -0.36640,
  "lumo_energy_ev": -1.36,
  "e_above_lowest_kcal_mol": 153.15,
  "total_charge": 0,
  "spin_multiplicity": 1,
  "largest_force_ev_per_a": 4.96,
  "e_tot_ev": -30997.8566
}